--- a ---
Below is a cluster of 2 separate species, C6H14O2 in total, with properties calculated with ωB97M-V/def2-TZVPD.

Kohn-Sham gap: 0.384 hartree

Structure (ORCA input):
```
! wB97M-V def2-TZVPD RIJCOSX def2/J DEFGRID3
* xyz 0 1
O -0.0016 -1.3009 -1.3223
C 1.2372 -0.6674 -1.6720
C 0.2666 -2.6011 -0.7785
C 2.3380 -1.5013 -1.0280
C 1.7273 -2.9004 -1.0927
H 1.3410 -0.6496 -2.7740
H 1.2080 0.3817 -1.3197
H 0.0871 -2.5853 0.3137
H -0.4433 -3.3232 -1.2259
H 3.3097 -1.4095 -1.5503
H 2.4916 -1.1961 0.0249
H 2.1806 -3.6228 -0.3869
H 1.8279 -3.3182 -2.1129
O -1.2584 1.4422 2.3013
C -1.9024 3.5041 1.1401
C -2.2398 2.4759 2.2053
H -1.2211 0.9882 1.4337
H -0.9131 3.9485 1.3408
H -2.6555 4.3100 1.1344
H -1.8815 3.0350 0.1421
H -2.2570 2.9477 3.2066
H -3.2414 2.0425 2.0202
*
```

***

--- b ---
Below is a cluster of 3 separate species, C6H14O2 in total, with properties calculated with ωB97M-V/def2-TZVPD.

Kohn-Sham gap: 0.330 hartree

Structure (ORCA input):
```
! wB97M-V def2-TZVPD RIJCOSX def2/J DEFGRID3
* xyz 0 1
C -2.9564 -0.2252 1.5976
C -1.8621 -0.4762 0.5896
C -0.5701 -0.3215 0.8671
C 0.6423 -0.6932 0.0868
C 0.5176 -1.3449 -1.0789
C 1.7117 -1.6279 -1.9716
H -3.2484 0.8235 1.4416
H -2.4565 -0.1751 2.5684
H -3.7844 -0.9110 1.4189
H -2.1292 -1.0897 -0.2719
H -0.2929 0.0798 1.8273
H 1.5663 -0.3518 0.5285
H -0.3878 -1.8373 -1.4164
H 1.3582 -2.3746 -2.6717
H 2.1396 -0.7751 -2.5131
H 2.5795 -2.0790 -1.4872
H 0.5670 2.1204 -1.8659
H -0.0409 2.8751 -0.5885
O 0.7020 2.4205 -0.9713
H 1.7006 1.3263 0.9799
H 1.9557 2.7774 1.4148
O 2.2883 1.8595 1.5161
*
```

***

Which structure is the least stable? The one labeled b.